Record 1
DFT (ωB97M-V with the def2-TZVPD basis set) results for a structure of composition C34H80F6NO34S2Tl in a non-equilibrium geometry.

Computed properties:
- Multiplicity: 2
- Largest force on an atom: 4.8 eV/A
- HOMO (alpha / beta): -6.32 / -6.32 eV
- Charge: -1
- E_LUMO (alpha / beta): 0.85 / -0.49 eV
- Total energy: -150318.4190 eV
- Frontier orbital gap (alpha / beta): 7.172 / 5.826 eV

Last column: Mulliken spin population.
Cartesian coordinates (Å):
1 Tl 24.100 17.537 15.770  -0.002
2 C 20.383 15.462 18.963  0.001
3 C 21.199 16.204 18.052  -0.074
4 C 21.010 17.811 18.017  0.134
5 O 21.740 18.404 17.219  0.123
6 C 19.938 18.335 18.934  0.304
7 C 19.206 17.527 19.736  0.040
8 C 19.444 16.018 19.760  -0.037
9 O 18.752 15.204 20.525  0.011
10 O 18.284 18.243 20.412  0.598
11 O 22.120 15.719 17.352  -0.039
12 H 20.480 14.387 19.002  0.000
13 H 19.718 19.385 18.814  -0.082
14 C 14.299 23.357 23.359  0.000
15 F 15.502 23.371 23.884  0.000
16 F 13.427 22.703 24.154  0.000
17 F 13.804 24.562 23.176  0.000
18 S 14.473 22.475 21.611  0.000
19 O 13.381 21.494 21.570  0.000
20 O 14.386 23.492 20.563  0.000
21 N 15.940 21.558 21.622  0.000
22 S 16.952 22.656 21.137  0.000
23 O 17.306 22.404 19.713  0.000
24 O 16.720 24.068 21.555  0.000
25 C 18.468 21.969 22.279  0.000
26 F 19.634 22.538 21.942  0.000
27 F 18.188 22.288 23.573  0.000
28 F 18.627 20.650 22.048  -0.003
29 C 13.840 19.596 17.942  0.000
30 C 15.098 20.415 17.816  0.000
31 O 16.156 19.947 18.668  0.003
32 O 13.390 19.736 19.231  0.000
33 H 13.963 18.525 17.783  0.000
34 H 13.026 19.918 17.292  0.000
35 H 14.885 21.468 17.998  0.000
36 H 15.392 20.391 16.767  0.000
37 H 16.985 20.361 18.418  0.001
38 H 12.678 20.362 19.081  0.000
39 C 16.055 15.089 22.892  -0.001
40 C 15.273 15.767 24.024  0.000
41 O 14.388 16.757 23.611  0.000
42 O 16.484 16.126 22.050  0.001
43 H 15.594 14.402 22.182  0.000
44 H 16.950 14.676 23.356  0.000
45 H 15.918 16.074 24.847  0.000
46 H 14.653 14.945 24.383  0.000
47 H 13.608 16.682 24.165  0.000
48 H 17.185 15.712 21.542  0.000
49 C 21.152 15.592 14.085  0.001
50 C 22.397 14.792 13.635  0.000
51 O 23.443 14.757 14.641  0.000
52 O 21.520 16.948 14.036  0.000
53 H 20.787 15.393 15.092  0.000
54 H 20.352 15.482 13.352  0.000
55 H 22.896 15.189 12.751  0.000
56 H 22.131 13.778 13.336  0.000
57 H 23.732 13.841 14.662  0.000
58 H 20.788 17.554 14.173  -0.001
59 C 18.397 21.830 16.530  -0.001
60 C 19.483 22.471 15.700  0.001
61 O 20.008 23.679 16.210  0.000
62 O 18.130 20.537 16.069  0.002
63 H 17.506 22.454 16.603  0.000
64 H 18.926 21.656 17.467  0.001
65 H 19.078 22.679 14.710  0.000
66 H 20.376 21.866 15.538  0.000
67 H 20.208 23.526 17.136  0.000
68 H 17.479 20.388 15.380  0.000
69 C 26.839 18.072 18.535  0.000
70 C 25.578 18.434 19.271  0.000
71 O 24.349 18.118 18.705  -0.003
72 O 26.632 18.315 17.112  0.000
73 H 27.119 17.038 18.734  0.000
74 H 27.632 18.777 18.787  0.000
75 H 25.623 19.516 19.392  0.000
76 H 25.688 17.985 20.258  0.000
77 H 23.640 18.212 19.345  -0.002
78 H 27.399 18.791 16.784  0.000
79 C 23.253 21.181 16.012  0.002
80 C 23.035 20.975 14.479  0.000
81 O 22.542 19.661 14.201  0.000
82 O 24.385 20.464 16.477  0.000
83 H 22.342 20.924 16.553  0.000
84 H 23.362 22.239 16.251  0.000
85 H 23.958 21.187 13.941  0.000
86 H 22.270 21.691 14.179  0.000
87 H 21.682 19.842 13.814  0.000
88 H 25.141 21.038 16.622  0.000
89 C 18.470 17.725 14.666  -0.006
90 C 18.004 16.955 15.929  -0.003
91 O 17.367 17.813 16.937  0.006
92 O 19.587 18.552 14.901  -0.001
93 H 17.700 18.466 14.450  0.000
94 H 18.633 17.092 13.793  0.000
95 H 18.833 16.387 16.351  0.007
96 H 17.245 16.197 15.734  -0.001
97 H 17.935 18.530 17.227  0.006
98 H 19.475 19.095 15.685  0.004
99 C 23.201 13.384 19.933  0.000
100 C 23.745 14.819 20.189  0.001
101 O 25.177 14.816 20.336  0.000
102 O 23.669 13.037 18.649  0.000
103 H 22.133 13.166 19.915  0.000
104 H 23.597 12.711 20.694  0.000
105 H 23.272 15.208 21.091  0.001
106 H 23.457 15.471 19.365  -0.002
107 H 25.379 14.848 21.274  0.000
108 H 23.244 13.651 18.045  0.000
109 C 14.761 15.317 17.508  0.001
110 C 15.737 15.443 18.707  0.002
111 O 15.967 16.785 18.953  0.009
112 O 13.429 15.654 17.878  0.000
113 H 14.730 14.269 17.209  0.000
114 H 15.001 15.903 16.620  0.000
115 H 16.681 14.975 18.429  0.000
116 H 15.395 14.876 19.573  0.000
117 H 16.349 17.138 18.146  -0.005
118 H 12.996 15.780 17.031  0.000
119 C 16.884 10.554 19.715  0.000
120 C 17.237 12.017 19.779  0.000
121 O 18.626 12.274 19.673  0.000
122 O 17.734 9.782 20.509  0.000
123 H 16.793 10.042 18.757  0.000
124 H 15.840 10.510 20.027  0.000
125 H 16.969 12.410 20.760  0.000
126 H 16.578 12.566 19.107  0.000
127 H 18.806 13.209 19.799  -0.001
128 H 18.609 10.141 20.350  0.000
129 C 22.920 20.805 20.412  -0.005
130 C 22.319 19.748 21.334  0.002
131 O 22.588 18.475 20.807  0.002
132 O 22.083 21.082 19.317  -0.001
133 H 23.936 20.478 20.192  -0.001
134 H 23.204 21.672 21.008  0.000
135 H 21.261 19.961 21.488  -0.002
136 H 22.832 19.758 22.295  -0.001
137 H 21.982 17.859 21.224  0.003
138 H 22.026 20.254 18.835  0.009
139 C 21.335 16.836 23.861  -0.002
140 C 20.232 17.572 24.641  0.002
141 O 18.954 16.917 24.566  0.000
142 O 21.050 16.708 22.505  -0.001
143 H 21.419 15.802 24.196  0.000
144 H 22.334 17.264 23.950  0.000
145 H 20.022 18.582 24.290  0.000
146 H 20.367 17.692 25.715  0.000
147 H 19.003 16.066 25.008  0.000
148 H 20.299 16.117 22.416  0.000
149 C 20.092 12.477 16.144  0.001
150 C 18.710 13.100 16.035  -0.002
151 O 18.418 13.591 14.759  0.000
152 O 20.240 11.313 15.357  0.000
153 H 20.245 12.227 17.194  0.000
154 H 20.813 13.230 15.824  0.000
155 H 18.644 13.946 16.720  0.001
156 H 17.882 12.432 16.276  0.000
157 H 18.245 12.872 14.147  0.000
158 H 21.144 10.996 15.415  0.000

Record 2
DFT (ωB97M-V with the def2-TZVPD basis set) results for a cluster of 3 separate species, C6H10O in total.

Computed properties:
- Largest force on an atom: 0.3 eV/A
- HOMO: -9.13 eV
- E_LUMO: 0.16 eV
- Total energy: -8426.4952 eV
- Relative energy (zero: lowest compared OMol25 entry of this formula, charge and spin): 109.4 kcal per mole
- Frontier orbital gap: 9.285 eV

Last column: Mulliken charge in e.
Cartesian coordinates (Å):
1 C 1.071 0.254 1.099  -1.321
2 C -0.248 0.311 0.503  1.536
3 O -0.994 1.266 0.971  -0.752
4 C -0.932 -1.021 0.128  -1.024
5 C -0.866 -1.103 -1.370  -0.305
6 C -0.080 -0.179 -1.913  -0.350
7 C 0.600 0.735 -0.937  -0.887
8 H 1.571 1.200 1.284  0.462
9 H 1.708 -0.629 1.034  0.365
10 H 0.248 0.549 2.692  0.100
11 H -0.424 0.979 2.365  0.045
12 H -0.449 -1.888 0.601  0.302
13 H -1.959 -0.970 0.502  0.324
14 H -1.412 -1.849 -1.940  0.403
15 H 0.111 -0.071 -2.978  0.405
16 H 0.365 1.797 -1.031  0.345
17 H 1.689 0.619 -1.010  0.353

Record 3
DFT (ωB97M-V with the def2-TZVPD basis set) results for a structure of composition C34H34N3O5P2Pt in a non-equilibrium geometry.

Computed properties:
- Largest force on an atom: 3.6 eV/A
- HOMO (alpha / beta): -2.87 / -2.44 eV
- Charge: -1
- E_LUMO (alpha / beta): 1.84 / 1.42 eV
- Total energy: -72343.1202 eV
- Relative energy (zero: lowest compared OMol25 entry of this formula, charge and spin): 83.5 kcal per mole
- Frontier orbital gap (alpha / beta): 4.703 / 3.859 eV

Last column: Mulliken charge in e.
Cartesian coordinates (Å):
1 Pt -0.792 -0.117 0.555  1.599
2 C -4.054 -3.269 3.074  -1.089
3 C -4.164 -2.965 1.623  0.310
4 N -3.559 -1.993 0.987  -0.213
5 C -3.943 -2.072 -0.316  0.535
6 C -4.817 -3.136 -0.476  0.083
7 N -4.936 -3.689 0.776  -0.054
8 C -5.576 -3.704 -1.607  0.498
9 O -5.515 -3.071 -2.745  -0.600
10 O -6.241 -4.715 -1.438  -0.693
11 C -3.410 -1.130 -1.350  0.240
12 O -3.929 -1.170 -2.495  -0.880
13 O -2.493 -0.354 -1.039  -0.406
14 H -3.092 -2.902 3.426  0.088
15 H -4.134 -4.342 3.252  0.392
16 H -4.849 -2.770 3.632  0.256
17 H -5.494 -4.507 0.972  0.227
18 H -4.858 -2.224 -2.699  0.460
19 C 2.789 1.528 -1.249  -1.334
20 N 1.548 1.070 -0.662  0.437
21 P 1.277 0.981 1.042  -0.171
22 C 2.576 2.148 1.605  0.782
23 C 3.534 1.769 2.549  -0.842
24 C 4.379 2.707 3.104  -0.708
25 C 4.262 4.048 2.762  -0.492
26 C 3.280 4.445 1.860  -0.686
27 C 2.438 3.508 1.298  -0.358
28 C 1.926 -0.601 1.619  0.164
29 C 2.942 -1.352 1.091  -0.384
30 C 3.305 -2.572 1.663  -1.035
31 C 2.667 -3.010 2.836  -0.274
32 C 1.628 -2.318 3.374  -1.386
33 C 1.047 -1.140 2.700  0.582
34 P 0.038 1.089 -1.493  0.300
35 C -0.032 2.844 -2.058  0.284
36 C 0.830 3.463 -2.959  -0.099
37 C 0.710 4.818 -3.219  -0.832
38 C -0.272 5.569 -2.594  -0.496
39 C -1.141 4.959 -1.705  -0.616
40 C -1.014 3.609 -1.437  -0.531
41 C 0.494 0.200 -3.016  0.730
42 C 1.065 -1.057 -2.826  -0.616
43 C 1.334 -1.879 -3.902  -0.686
44 C 1.026 -1.459 -5.187  -0.518
45 C 0.435 -0.222 -5.382  -0.641
46 C 0.156 0.600 -4.304  -0.549
47 H 2.836 2.619 -1.349  0.257
48 H 2.907 1.077 -2.239  0.441
49 H 3.623 1.211 -0.620  0.384
50 H 3.618 0.724 2.817  0.342
51 H 5.142 2.391 3.804  0.409
52 H 4.923 4.780 3.205  0.357
53 H 3.178 5.493 1.604  0.414
54 H 1.660 3.817 0.607  0.389
55 H 3.499 -0.979 0.240  0.278
56 H 4.112 -3.151 1.238  0.364
57 H 3.029 -3.910 3.320  0.352
58 H 1.145 -2.645 4.284  0.352
59 H 0.829 -0.334 3.421  0.140
60 H 1.588 2.887 -3.472  0.471
61 H 1.388 5.295 -3.914  0.388
62 H -0.358 6.628 -2.801  0.385
63 H -1.914 5.540 -1.222  0.416
64 H -1.686 3.117 -0.744  0.357
65 H 1.282 -1.380 -1.814  0.304
66 H 1.771 -2.855 -3.746  0.441
67 H 1.227 -2.104 -6.031  0.379
68 H 0.180 0.095 -6.384  0.400
69 H -0.331 1.552 -4.469  0.474
70 C -1.848 -0.314 3.565  -0.640
71 O -1.338 -1.543 3.120  -0.132
72 C -0.395 -1.461 2.073  0.311
73 C -0.368 -2.805 1.343  -1.561
74 H -1.953 0.382 2.704  0.168
75 H -1.191 0.154 4.310  0.250
76 H -2.823 -0.503 4.017  0.330
77 H -0.155 -3.619 2.036  0.526
78 H 0.397 -2.792 0.563  0.192
79 H -1.342 -2.983 0.889  0.283

Question: Which of these has the lowest largest force on an atom?
Answer: C6H10O

Question: Which of these has the lowest largest force on an atom?
Answer: C6H10O